1.
Below is a single C5H7N molecule, with properties calculated with wB97M-V/def2-TZVPD.

Positions of all 13 atoms, in Å:
N 0.29063 -1.27058 -0.72906
C 1.50859 -0.76640 -0.61849
C 1.24831 0.68183 -0.19010
C -0.25224 0.84781 0.02594
C -0.89182 -0.03665 1.06538
C -0.87243 -0.44384 -0.38016
H 1.62445 1.35416 -0.97269
H 1.82420 0.92243 0.71266
H -0.72994 1.78394 -0.23690
H -1.82079 0.29804 1.51986
H -0.24411 -0.60752 1.72669
H 0.10631 -2.23741 -0.96059
H -1.79115 -0.52580 -0.96254

Calculated values
Orbital gap   9.291 eV
E   -249.37565 hartree
Lowest unoccupied orbital energy   1.05 eV
HOMO energy   -8.2412 eV

Listed below, in e, are the natural (NBO) charges computed for each atom: -0.5644, 0.1126, -0.5359, -0.2441, -0.4233, -0.1043, 0.2366, 0.2352, 0.2270, 0.2223, 0.2186, 0.3999, 0.2199

***

2.
Below is a molecular structure, C19H25F6N2ORuS5, with properties calculated with wB97M-V/def2-TZVPD.

Positions of all 59 atoms, in Å:
Ru 0.09207 -0.31261 -0.00941
C 4.25975 -1.52396 0.58556
C 3.32655 -2.45905 -0.14277
S 1.52716 -1.99802 -0.19908
C -1.38379 -1.94917 0.33015
C -1.68167 -1.95180 1.82582
S -0.49866 -0.69580 2.26999
C -1.27257 0.75655 2.99200
C -0.16500 1.78855 3.12503
S 0.93673 1.87723 1.65262
C 2.52281 1.63164 2.50045
C 3.50035 0.92013 1.58300
S 3.50652 -0.82074 2.06295
H 4.59775 -0.72068 -0.06631
H 5.13997 -2.10317 0.86472
H 3.25201 -3.42940 0.34982
H 3.63634 -2.61231 -1.17378
H -0.99531 -2.83287 -0.13589
H -1.85861 -1.22085 -0.31413
H -1.40998 -2.85332 2.36532
H -2.69509 -1.66742 2.09081
H -1.68673 0.46174 3.95661
H -2.07332 1.11753 2.35939
H 0.46601 1.55452 3.97924
H -0.59293 2.77657 3.28221
H 2.33970 1.02746 3.38850
H 2.89437 2.60345 2.81949
H 4.50693 1.32181 1.67789
H 3.19393 0.99892 0.53715
N 0.25902 2.35988 -1.66428
C -0.96353 2.31023 -1.09077
N -1.43599 1.28294 -0.39516
C -2.78810 1.53326 -0.03343
C -3.68059 0.67412 0.60150
C -4.95794 1.11198 0.90582
C -5.37081 2.40559 0.58971
C -4.50624 3.27050 -0.05153
C -3.23273 2.81507 -0.36159
S -2.00004 3.67923 -1.22299
H 0.57352 1.49624 -2.08299
H 0.48258 3.19442 -2.18225
H -3.39887 -0.33352 0.84524
H -5.64871 0.43245 1.38593
H -6.37333 2.72825 0.83288
H -4.81582 4.27146 -0.32051
C 0.05923 -1.63526 -4.06755
C 0.80944 -1.29411 -2.78953
O 0.11867 -0.35323 -2.00740
C 2.18460 -0.67107 -3.14284
F 2.85311 -0.36350 -1.97691
F 2.01563 0.47226 -3.79120
F 2.98188 -1.45883 -3.84322
C 1.01227 -2.56796 -1.96268
F 1.07403 -3.30350 0.59493
F 1.88704 -3.43074 -2.45166
F -0.13527 -3.19789 -1.74388
H -0.11284 -0.71305 -4.61978
H -0.90413 -2.07567 -3.82078
H 0.62865 -2.32447 -4.69041

Calculated values
Orbital gap (alpha / beta)   6.988 / 6.727 eV
Charge   +2
E   -3608.17696 hartree
Lowest unoccupied orbital energy (alpha / beta)   -7.04 / -7.30 eV
Spin multiplicity   2
HOMO energy (alpha / beta)   -14.0261 / -14.0279 eV

Listed below, in e, are the natural (NBO) charges computed for each atom: 0.4313, -0.5700, -0.5260, 1.2985, -0.3645, -0.5888, 0.4959, -0.5513, -0.5280, 0.3071, -0.5307, -0.5372, 0.2399, 0.2532, 0.2786, 0.2791, 0.2780, 0.2347, 0.2296, 0.2680, 0.2614, 0.2676, 0.2551, 0.2450, 0.2676, 0.2333, 0.2609, 0.2535, 0.2194, -0.8055, 0.2970, -0.5990, 0.1860, -0.2739, -0.1711, -0.1893, -0.1859, -0.2394, 0.4698, 0.4317, 0.4188, 0.2017, 0.2357, 0.2453, 0.2463, -0.6394, 0.0929, -0.7487, 0.9617, -0.3594, -0.2934, -0.2877, 0.6084, -0.4477, -0.2831, -0.2933, 0.2600, 0.2493, 0.2508

***

3.
Below is 8 unconnected molecules or ions with the total composition C21H58ClO7P, with properties calculated with wB97M-V/def2-TZVPD.

Positions of all 88 atoms, in Å:
C -1.48899 5.97104 -3.53892
C -0.75231 5.66694 -4.83421
C -1.70596 5.55071 -6.01041
O 0.03218 4.48057 -4.69595
H -2.18786 5.16263 -3.30557
H -0.78634 6.05946 -2.70960
H -2.05590 6.89966 -3.61569
H -0.02558 6.45716 -5.03235
H -2.41275 4.73178 -5.84294
H -1.15632 5.33723 -6.92772
H -2.27994 6.46523 -6.15926
H -0.57336 3.75166 -4.51933
C 2.04196 -1.08739 1.48316
C 0.64856 -0.80739 2.01169
C -0.43419 -1.51383 1.21911
O 0.41602 0.61218 2.04830
H 2.13785 -0.74466 0.44807
H 2.77516 -0.54844 2.08123
H 2.28957 -2.14821 1.51292
H 0.59301 -1.11588 3.05860
H -0.41843 -1.18225 0.17543
H -1.41895 -1.29685 1.63040
H -0.28745 -2.59346 1.24213
H 0.47046 0.92920 1.14020
C -3.96688 -2.36784 4.36156
C -2.96942 -3.51320 4.30247
C -2.78576 -4.17659 5.65617
O -1.71262 -3.06237 3.79534
H -3.61457 -1.59759 5.05352
H -4.08357 -1.91109 3.37896
H -4.94321 -2.71204 4.70489
H -3.31094 -4.25266 3.57525
H -2.40036 -3.45743 6.38452
H -2.06559 -4.99296 5.58436
H -3.72540 -4.57762 6.03753
H -1.36551 -2.40470 4.40691
C 0.84797 -7.07225 5.22383
C 0.79897 -7.17320 3.70766
C 1.65343 -6.11082 3.03352
O -0.54903 -7.10213 3.24581
H 0.44759 -6.10942 5.55522
H 0.24396 -7.85832 5.67726
H 1.86999 -7.15942 5.59557
H 1.15197 -8.16049 3.40311
H 1.28526 -5.11070 3.28083
H 1.60882 -6.22688 1.95026
H 2.69586 -6.18091 3.34855
H -0.88634 -6.23439 3.49514
C 6.59492 -3.74660 -0.08670
C 5.19753 -3.42054 0.41547
C 4.12437 -4.16624 -0.36315
O 4.95887 -2.01576 0.37333
H 6.69620 -3.45104 -1.13504
H 7.34360 -3.20521 0.49111
H 6.80264 -4.81511 -0.01445
H 5.12332 -3.68170 1.47322
H 4.15119 -3.87448 -1.41712
H 3.13524 -3.92261 0.02524
H 4.26586 -5.24629 -0.30298
H 5.01635 -1.73381 -0.54470
C 1.57097 1.86646 5.62899
C 2.63788 2.26128 4.61836
C 2.37502 3.64070 4.03299
O 2.73586 1.28726 3.58709
H 0.59264 1.82628 5.14172
H 1.78532 0.87992 6.04082
H 1.51535 2.58328 6.45008
H 3.61579 2.25693 5.10576
H 1.41648 3.64664 3.50655
H 3.15485 3.90503 3.31877
H 2.34134 4.40384 4.81243
H 1.88202 1.25793 3.12455
C -3.88701 4.80891 -9.43215
C -4.80792 5.78744 -8.72076
C -5.97751 6.20557 -9.59716
O -4.07977 6.92850 -8.27001
H -3.46454 5.27281 -10.32817
H -3.06236 4.51827 -8.78134
H -4.42458 3.91019 -9.73737
H -5.18739 5.32689 -7.80634
H -5.61232 6.70730 -10.49791
H -6.62643 6.89938 -9.06324
H -6.56814 5.34222 -9.90622
H -3.71989 7.37614 -9.04183
P 0.49821 2.23127 -1.59058
Cl -1.44682 2.04728 -2.23076
H 0.81741 3.34051 -2.39418
H 1.04892 1.27318 -2.46371

Calculated values
Orbital gap   10.080 eV
E   -2163.11862 hartree
Lowest unoccupied orbital energy   0.42 eV
HOMO energy   -9.6618 eV

Listed below, in e, are the Löwdin charges computed for each atom: -0.0636, -0.4977, -0.0663, -0.0832, 0.0694, 0.0771, 0.0802, 0.1371, 0.0839, 0.0788, 0.0744, 0.0464, -0.0509, -0.4753, -0.0566, -0.0827, 0.0841, 0.0696, 0.0693, 0.1345, 0.0786, 0.0707, 0.0792, 0.0376, -0.0582, -0.4999, -0.0555, -0.0655, 0.0830, 0.0787, 0.0805, 0.1385, 0.0847, 0.0634, 0.0830, 0.0860, -0.0617, -0.5004, -0.0618, -0.0523, 0.0730, 0.0792, 0.0788, 0.1361, 0.0772, 0.0768, 0.0785, 0.0709, -0.0630, -0.5033, -0.0596, -0.0556, 0.0805, 0.0790, 0.0790, 0.1374, 0.0821, 0.0637, 0.0795, 0.0873, -0.0617, -0.4994, -0.0611, -0.0721, 0.0794, 0.0761, 0.0760, 0.1344, 0.0804, 0.0770, 0.0764, 0.0416, -0.0588, -0.5049, -0.0638, -0.0595, 0.0825, 0.0668, 0.0805, 0.1368, 0.0808, 0.0788, 0.0793, 0.0867, 0.4054, 0.0365, -0.1636, -0.1452

***

4.
Below is a molecular structure, C5H4, with properties calculated with wB97M-V/def2-TZVPD.

Positions of all 9 atoms, in Å:
C -1.57915 -0.34409 -0.01504
C -0.09074 -0.09752 0.00406
C 0.99502 0.56965 0.01362
C 2.26451 0.92841 0.02211
C 3.52832 1.01755 0.02280
H -1.89987 -0.95028 0.84081
H -1.89513 -0.86162 -0.92948
H -2.14978 0.59210 0.03037
H 0.82683 -0.85420 0.01075

Calculated values
Orbital gap   8.644 eV
E   -192.67689 hartree
Lowest unoccupied orbital energy   -0.56 eV
HOMO energy   -9.2046 eV

Listed below, in e, are the natural (NBO) charges computed for each atom: -0.6431, -0.2052, 0.2247, -0.5873, 0.1251, 0.2443, 0.2443, 0.2483, 0.3490

***

Energy relative to the best compared isomer or geometry (same formula, charge and spin) (computed, kcal/mol): 61.2; 116.1; 2.0; 73.6